Below is a molecular structure, C35H46As2BrHgN2O9Si at a distorted geometry, with properties calculated with ωB97M-V/def2-TZVPD.

Results
Molecular weight   1097.2 g/mol
HOMO-LUMO gap (spin up / spin down)   5.3 / 5.5 eV
Multiplicity   2
E   -9636.3408 Ha
Energy above the lowest of the compared OMol25 structures with the same formula, charge and spin   0.000 eV
Net charge   -2

Geometry as XYZ:
```
97
C35H46As2BrHgN2O9Si ωB97M-V/def2-TZVPD
Hg 0.22 -0.20 -0.05
C 2.23 0.32 -1.16
Si 3.09 1.85 -0.56
C 2.04 3.35 -1.12
N 0.66 2.91 -1.17
C -0.04 3.18 -2.44
C -0.37 4.67 -2.57
C -1.25 5.12 -1.39
C -0.57 4.79 -0.07
C -0.16 3.31 -0.01
C 4.86 2.08 -1.20
C 5.98 1.86 -0.36
C 7.28 1.88 -0.86
C 7.52 2.11 -2.21
C 6.43 2.35 -3.06
C 5.12 2.34 -2.56
C 3.25 1.79 1.32
C 3.34 0.52 1.93
C 3.36 0.40 3.32
C 3.31 1.53 4.13
C 3.26 2.79 3.54
C 3.23 2.92 2.14
H 2.78 -0.61 -1.01
H 1.89 0.40 -2.20
H 2.39 3.62 -2.12
H 2.20 4.20 -0.44
H -0.97 2.60 -2.39
H 0.57 2.80 -3.27
H -0.89 4.84 -3.52
H 0.55 5.26 -2.62
H -2.22 4.62 -1.45
H -1.49 6.19 -1.48
H -1.23 4.99 0.79
H 0.31 5.42 0.12
H -1.05 2.66 -0.05
H 0.35 3.01 0.90
H 5.86 1.66 0.70
H 8.10 1.70 -0.17
H 8.53 2.11 -2.60
H 6.58 2.55 -4.12
H 4.31 2.51 -3.26
H 3.38 -0.38 1.32
H 3.41 -0.60 3.76
H 3.32 1.44 5.20
H 3.23 3.70 4.15
H 3.19 3.92 1.72
N 1.14 -3.20 -0.18
C 0.10 -2.52 -0.32
H 1.05 -4.20 -0.48
C -3.80 2.19 1.67
O -3.18 0.96 1.26
C -4.06 0.00 0.84
O -5.26 0.18 0.66
C -3.32 -1.26 0.61
C -3.32 -2.20 1.58
As -2.69 -4.03 1.57
C -1.12 -3.64 2.74
C -1.70 -4.14 -0.06
C -1.26 -3.05 -0.85
As -2.41 -1.23 -1.08
C -3.93 -1.99 -2.10
C -0.81 -3.18 -2.34
O -0.99 -2.26 -3.15
O -0.12 -4.27 -2.58
C 0.59 -4.19 -3.86
C -0.95 -5.45 -0.02
O 0.10 -5.76 -0.58
O -1.57 -6.29 0.86
C -0.84 -7.55 1.03
C -3.95 -1.86 2.89
O -4.37 -0.76 3.25
O -4.00 -2.96 3.67
C -4.41 -2.67 5.04
H -4.45 2.01 2.54
H -4.37 2.64 0.85
H -2.97 2.84 1.96
H -1.49 -3.47 3.75
H -0.62 -2.73 2.41
H -0.45 -4.51 2.71
H -4.16 -2.99 -1.72
H -3.65 -2.04 -3.15
H -4.78 -1.33 -1.92
H 1.22 -5.08 -3.90
H 1.20 -3.29 -3.89
H -0.15 -4.19 -4.66
H -1.25 -8.02 1.92
H 0.22 -7.35 1.15
H -1.03 -8.18 0.14
H -4.31 -3.60 5.59
H -5.45 -2.34 5.06
H -3.76 -1.90 5.47
Br -0.12 0.37 2.56
C -4.13 1.62 -2.12
O -3.00 0.86 -1.63
H -3.91 1.99 -3.14
H -4.28 2.50 -1.47
H -5.08 1.05 -2.13
```

These are the Löwdin partial charges, in e, on atoms 1 to 2: number 1, Hg, carries 0.7545; number 2, C, carries -0.3314